1.
Formula: C6H12N3S
Source: the OMol25 dataset
Level of theory: wB97M-V/def2-TZVPD

```
22
Properties=species:S:1:pos:R:3:forces:R:3:mulliken_charge:R:1
C 0.529449 -4.186964 -0.284070 -1.528 -0.649 0.570 -0.23
C -0.552839 1.223658 1.138686 1.199 -1.355 1.329 -0.67
C 1.067434 0.449854 -0.765886 -0.394 0.704 2.238 -1.14
C 0.584115 0.545934 1.930978 0.857 0.899 -0.088 -0.61
C -0.221591 1.237112 -0.305491 1.303 1.440 -2.697 0.64
C -1.333165 0.673441 -1.192786 2.126 -0.661 0.214 -1.71
N 0.931468 -0.935708 -0.204097 0.299 0.003 -0.063 0.76
N 0.697232 -1.915272 -0.952058 0.540 0.886 -1.775 -0.35
N 0.240550 -2.998807 -0.517107 -0.975 0.706 1.062 -0.14
S 0.910533 -1.132178 1.507246 -0.021 -0.850 -0.203 0.03
H 1.518868 -4.551494 -0.363573 0.983 -0.538 -0.049 0.30
H -0.337667 -4.800302 0.067554 1.080 0.250 -0.511 0.27
H -1.454193 0.638009 1.180608 -0.641 0.135 0.965 0.33
H -0.542941 2.152772 1.678368 -0.974 0.818 -0.427 0.29
H 0.892986 0.474089 -1.821265 1.115 -0.620 -0.597 0.56
H 2.016848 0.917751 -0.357604 -1.027 -0.822 -0.905 0.31
H 1.531211 1.146692 1.697696 -1.218 -0.742 1.071 0.31
H 0.363365 0.428342 3.014519 0.331 0.576 -0.565 0.44
H 0.006529 2.269413 -0.690708 -0.201 -0.701 0.515 0.35
H -0.941287 0.546685 -2.205079 -0.536 0.084 -0.020 0.40
H -2.181683 1.254427 -1.171981 -1.919 1.420 -0.116 0.45
H -1.588592 -0.280913 -0.790011 -0.398 -0.982 0.050 0.43
```
Positions in Å, forces in eV/Å.

Computed properties:
* SMILES: C=[N+]=NN1C[C@@H](C)CCS1
* LUMO (spin up / spin down): -4.3 / -4.3 eV
* HOMO-LUMO gap (spin up / spin down): 0.3301 / 0.3301 Ha
* net charge: +1
* multiplicity: 1
* energy above the lowest of the compared OMol25 structures with the same formula, charge and spin: 3.643 eV

=====

2.
Formula: C6H12N4O14Pb
Source: the OMol25 dataset
Level of theory: wB97M-V/def2-TZVPD

```
37
Properties=species:S:1:pos:R:3:forces:R:3:mulliken_charge:R:1
Pb -8.669420 18.884248 -2.915065 0.235 0.297 -1.698 1.81
O -12.642308 16.843571 -3.790957 -1.882 -1.115 -0.564 -0.51
C -11.469123 17.403170 -3.590822 4.299 3.316 1.960 0.76
O -10.393846 16.784794 -3.729262 -0.395 -2.165 -0.922 -0.67
O -11.404973 18.587474 -3.167018 -1.693 0.393 -0.121 -0.76
H -12.390706 15.966066 -4.088081 -0.139 -0.403 -0.143 0.30
O -9.609772 22.912581 -4.497434 0.518 -0.475 0.470 -0.56
C -8.960820 21.893125 -3.777717 0.732 -0.698 -0.463 0.81
O -7.874750 21.484650 -4.183468 1.006 0.711 -1.393 -0.67
O -9.518943 21.386393 -2.819079 -2.530 -0.170 2.441 -0.78
H -8.967703 22.903184 -5.211057 0.008 0.552 -0.726 0.31
O -4.497839 18.865486 -1.387342 -0.848 -0.254 0.402 -0.57
C -5.741957 19.092737 -1.926470 -1.467 1.956 -3.880 0.84
O -5.886653 19.281641 -3.118018 0.696 -0.945 -1.038 -0.60
O -6.695923 19.309920 -1.116988 0.029 -0.777 2.333 -0.85
H -5.018089 19.055678 -0.603271 1.546 -0.164 2.840 0.25
O -9.235625 19.407751 -7.089855 -1.459 -0.145 -1.368 -0.57
C -8.078463 19.087731 -6.537915 4.076 1.325 2.491 0.55
O -7.002516 19.477776 -6.949626 0.673 0.254 -2.127 -0.75
O -8.191767 18.509265 -5.412785 -1.187 -1.295 0.933 -0.65
H -9.638080 18.864683 -6.408162 -2.276 -0.094 0.287 0.36
C -7.147187 15.416092 -2.736912 -2.387 9.117 0.291 0.39
O -7.347065 16.560911 -3.098553 0.744 0.496 -0.351 -0.50
N -7.066283 15.013225 -1.530294 2.008 -0.852 7.566 -0.53
N -7.220729 14.403193 -3.404447 -0.463 -8.917 -9.262 -0.36
H -6.660196 15.702015 -0.913248 -0.063 -0.080 0.346 0.28
H -6.519388 14.176247 -1.673380 0.493 0.038 2.213 0.17
H -7.438650 14.439946 -4.389978 -0.027 0.077 0.187 0.29
H -7.232664 13.504748 -2.943208 -0.323 0.185 -0.831 0.12
C -10.046135 18.482752 -0.061588 5.626 0.513 -3.226 0.63
O -9.701364 17.612383 -0.767872 2.399 -4.760 -3.271 -0.65
N -11.074971 18.424391 0.577122 -9.526 0.001 6.501 -0.36
N -9.395406 19.604241 0.104411 1.576 4.168 0.956 -0.32
H -11.665159 17.604758 0.576617 0.099 0.455 -0.173 0.28
H -11.149305 19.167847 1.256716 -0.918 -0.705 0.238 0.14
H -8.395028 19.740057 0.074464 -0.015 -0.217 -0.778 0.28
H -10.016397 20.382404 0.274463 0.836 0.375 -0.119 0.11
```
Positions in Å, forces in eV/Å.

Computed properties:
* LUMO: 4.6 eV
* HOMO-LUMO gap: 0.2251 Ha
* net charge: -2
* multiplicity: 1
* energy above the lowest of the compared OMol25 structures with the same formula, charge and spin: 0.127 eV

=====

3.
Formula: C6H12N6
Source: the OMol25 dataset
Level of theory: wB97M-V/def2-TZVPD

```
24
Properties=species:S:1:pos:R:3:forces:R:3:mulliken_charge:R:1
C 1.529692 1.006137 -0.235293 -0.465 -1.682 0.405 -0.72
C -2.723088 1.960486 0.438682 0.996 -1.154 -0.859 0.02
C -0.678336 1.024403 0.373748 2.233 -2.697 -0.706 -0.42
C -1.419137 -1.344869 -0.017941 -1.788 -0.096 -0.278 0.35
C 2.414037 0.029013 0.182110 -2.259 1.034 -2.112 1.03
C 3.624849 0.426159 -0.684441 -0.287 0.804 0.855 -1.02
N -2.874002 0.662933 0.146888 -0.278 -0.129 -0.085 -0.26
N -1.572370 0.063246 0.098871 -1.921 3.423 0.129 0.38
N -1.368949 2.130539 0.587197 0.585 1.477 -0.519 0.05
N -0.455099 -1.741315 0.624164 1.557 -3.230 0.940 -0.44
N -2.529115 -1.916258 -0.572966 -1.286 -0.461 -2.186 -0.56
N 2.186323 -1.116143 0.755847 -3.023 0.049 2.684 -0.40
H 1.857677 1.998080 -0.349123 -0.799 1.606 0.496 0.32
H -3.469925 2.765249 0.425320 0.164 -0.624 0.234 0.44
H 3.375927 1.397015 -1.215825 0.940 -0.620 1.185 0.30
H 3.785029 -0.157306 -1.551054 -0.035 -1.471 -0.544 0.35
H 4.496756 0.373291 -0.009393 -0.138 0.704 -0.547 0.36
H -3.756641 0.060188 -0.065659 1.927 1.377 0.657 0.35
H -0.665731 2.909846 0.556522 -2.155 0.279 0.582 0.40
H -0.326155 -2.785575 0.575032 -0.153 1.259 -0.073 0.26
H -2.855784 -1.660155 -1.538445 0.815 0.338 1.224 0.29
H -2.684433 -2.923748 -0.559727 0.631 0.158 0.723 0.28
H 2.868580 -1.797073 0.675591 1.523 -1.590 0.141 0.21
H 1.239904 -1.364136 1.359903 3.216 1.243 -2.346 0.40
```
Positions in Å, forces in eV/Å.

Computed properties:
* LUMO: -8.4 eV
* HOMO-LUMO gap: 0.2721 Ha
* net charge: +2
* multiplicity: 1
* energy above the lowest of the compared OMol25 structures with the same formula, charge and spin: 4.235 eV

=====

4.
Formula: C6H12N6S
Source: the OMol25 dataset
Level of theory: wB97M-V/def2-TZVPD

```
25
Properties=species:S:1:pos:R:3:forces:R:3:mulliken_charge:R:1
C -0.704358 3.648786 -2.799372 -2.013 -3.663 -2.014 0.82
C -0.252024 -2.930399 1.741408 0.037 -0.694 -1.447 0.49
C -0.363788 2.635249 -0.554740 -0.715 1.654 -1.853 0.74
C -1.437805 2.671989 -3.399627 0.149 2.050 -0.062 -1.01
C 0.911066 -1.142587 1.541895 0.358 -0.628 -0.858 -0.08
C 1.957390 -2.996533 2.886813 0.366 -1.910 -1.644 -0.83
N -0.849216 -2.121131 0.846075 1.704 1.082 1.709 -0.02
N 0.923502 -2.415935 2.061618 -0.217 1.795 0.304 0.06
N -0.106884 -0.958377 0.803989 -1.267 0.444 -1.194 -0.37
N -0.075025 3.374220 -1.576285 1.849 -0.020 1.391 -0.21
N -0.175284 4.719661 -3.430260 0.107 0.287 0.314 -0.43
N -0.631847 -4.125915 2.073877 -3.761 -3.031 1.033 -0.41
S -1.021019 1.966097 0.614169 0.193 -0.130 0.238 -0.14
H -1.930597 2.869870 -4.324790 -0.020 0.644 -0.614 0.23
H -1.495323 1.635223 -3.248798 0.044 -1.024 1.491 0.26
H 1.728157 -0.459039 1.521594 0.444 0.252 0.557 0.44
H 2.580278 -2.166411 3.184899 0.073 -0.184 0.862 0.34
H 1.399590 -3.600231 3.648591 1.376 0.641 -0.186 0.33
H 2.595141 -3.637954 2.148127 -1.034 0.715 1.755 0.32
H -1.665939 -2.201410 0.280654 -0.550 -0.298 -0.037 0.19
H 0.805223 3.881160 -1.686257 0.585 -0.535 1.327 0.30
H -0.690336 5.090295 -4.181919 -0.495 0.304 -1.087 0.24
H 0.388502 5.389208 -2.976412 0.217 0.865 0.753 0.18
H -1.668852 -4.376195 2.061708 1.903 0.732 -0.477 0.30
H -0.220553 -4.749640 2.763042 0.668 0.651 -0.260 0.26
```
Positions in Å, forces in eV/Å.

Computed properties:
* LUMO: -8.1 eV
* HOMO-LUMO gap: 0.2298 Ha
* net charge: +2
* multiplicity: 1
* energy above the lowest of the compared OMol25 structures with the same formula, charge and spin: 2.834 eV

=====

5.
Formula: C6H12NS
Source: the OMol25 dataset
Level of theory: wB97M-V/def2-TZVPD

```
20
Properties=species:S:1:pos:R:3:forces:R:3:mulliken_charge:R:1
C -0.539996 0.014780 0.045874 0.330 -0.734 -1.434 0.65
C 0.077946 -1.377010 -0.392202 0.358 0.944 1.409 -1.04
C 1.127502 -1.178374 -1.515581 -0.918 -0.437 0.412 0.08
C -2.013587 0.203873 -0.169023 -0.558 -2.066 0.164 -1.00
C 2.313546 -0.359167 -1.044359 2.170 -1.072 -1.088 -0.91
C 0.134882 2.318408 0.679625 -1.914 -1.460 0.816 -0.89
N 0.236435 0.931960 0.346724 1.137 -1.281 0.496 -0.31
S 0.303438 -0.690359 -3.033628 0.843 -0.221 1.081 0.24
H 0.469223 -1.640221 0.632987 0.333 -0.622 -1.416 0.35
H -0.625459 -2.107426 -0.757092 -0.626 0.029 0.417 0.44
H 1.420103 -2.249285 -1.768938 -0.080 0.723 -0.108 0.43
H -2.565366 -0.768183 -0.514164 1.133 2.006 0.458 0.28
H -1.945290 0.972719 -0.942626 -1.251 0.218 0.251 0.35
H -2.398005 0.459380 0.829554 -0.410 0.579 -0.700 0.34
H 1.898047 0.356999 -0.232809 0.936 -0.955 -0.976 0.29
H 2.793136 0.109001 -1.924600 -0.541 0.751 0.522 0.38
H 3.209281 -1.086937 -0.841111 -1.884 1.221 0.753 0.31
H 1.086633 2.742583 0.595761 1.304 0.855 0.148 0.31
H -0.306189 2.405591 1.700938 0.399 0.258 -0.765 0.32
H -0.517288 2.684373 -0.074646 -0.760 1.263 -0.440 0.38
```
Positions in Å, forces in eV/Å.

Computed properties:
* LUMO (spin up / spin down): -8.3 / -8.3 eV
* HOMO-LUMO gap (spin up / spin down): 0.1704 / 0.1700 Ha
* net charge: +1
* multiplicity: 1
* energy above the lowest of the compared OMol25 structures with the same formula, charge and spin: 5.441 eV

=====

6.
Formula: C6H12Na2O2
Source: the OMol25 dataset
Level of theory: wB97M-V/def2-TZVPD

```
22
Properties=species:S:1:pos:R:3:forces:R:3:mulliken_charge:R:1
C 0.812797 -1.289816 -1.946511 0.274 -0.116 0.263 -0.82
C 1.024747 0.191383 -1.914847 -1.949 1.826 -1.270 0.70
C 2.118067 0.729519 -1.045961 0.131 -0.337 0.164 -0.82
O 0.293007 0.977824 -2.617672 2.216 -2.406 2.184 -0.77
Na 1.203074 1.216335 -4.471548 0.011 0.375 -0.856 1.02
H 1.530366 -1.811508 -1.312475 -0.057 0.074 -0.100 0.35
H -0.185911 -1.546885 -1.598498 -0.171 0.095 -0.203 0.18
H 0.929949 -1.665304 -2.961633 -0.179 -0.054 -0.121 0.32
H 2.655808 -0.070352 -0.535942 -0.051 0.084 -0.096 0.35
H 2.836923 1.284893 -1.645961 0.000 0.223 0.002 0.32
H 1.717010 1.397082 -0.285618 -0.086 0.226 -0.144 0.17
C -2.118173 -0.729512 1.046015 -0.131 0.337 -0.164 -0.82
C -1.024786 -0.191402 1.914836 1.948 -1.826 1.270 0.70
C -0.812741 1.289795 1.946452 -0.274 0.115 -0.263 -0.82
O -0.293046 -0.977866 2.617618 -2.215 2.406 -2.184 -0.77
Na -1.202861 -1.216262 4.471624 -0.011 -0.375 0.856 1.02
H -2.655923 0.070385 0.536048 0.051 -0.084 0.096 0.35
H -1.717173 -1.397095 0.285649 0.086 -0.226 0.144 0.17
H -2.837025 -1.284862 1.646047 0.000 -0.223 -0.002 0.32
H -1.530289 1.811553 1.312440 0.057 -0.074 0.100 0.35
H -0.929786 1.665335 2.961572 0.179 0.054 0.121 0.32
H 0.185966 1.546762 1.598367 0.171 -0.095 0.203 0.18
```
Positions in Å, forces in eV/Å.

Computed properties:
* LUMO: -6.3 eV
* HOMO-LUMO gap: 0.3953 Ha
* net charge: +2
* multiplicity: 1

=====

Listing electronic energy for the structures above in their given order: -797.89629; -1701.20269; -563.54998; -961.87184; -688.30792; -710.41450 hartree.